1.
DFT (ωB97M-V with the def2-TZVPD basis set) results for C31H37N3O4 in the gas phase.

Last column: Löwdin charge in e.
Positions of all 75 atoms, in Å:
1 C -3.377 -0.659 4.044  -0.0698
2 C -2.197 0.271 3.907  -0.2058
3 O -1.003 -0.572 3.752  -0.0141
4 C 0.093 0.105 3.344  -0.4593
5 C 1.214 -0.868 2.902  0.0247
6 N 2.550 -0.347 3.412  -0.3449
7 O 3.399 -1.199 3.847  0.0251
8 O 2.766 0.872 3.326  0.0529
9 O 0.094 1.339 3.323  0.0786
10 H -4.294 -0.066 4.146  0.0804
11 H -3.461 -1.292 3.149  0.0829
12 H -3.247 -1.291 4.935  0.0822
13 H -2.268 0.905 3.020  0.1036
14 H -2.063 0.917 4.782  0.1289
15 H 1.044 -1.791 3.540  0.1687
16 C -4.446 -2.875 -3.676  -0.1724
17 C -5.340 -1.688 -3.970  -0.1679
18 N -5.322 -0.694 -2.897  -0.0811
19 C -6.524 0.128 -2.871  -0.1745
20 C -6.279 1.487 -2.257  -0.1678
21 C -5.470 1.370 -0.955  -0.1513
22 C -4.260 0.535 -1.103  -0.1682
23 C -4.247 -0.503 -2.078  -0.1054
24 C -3.088 -1.320 -2.200  -0.1478
25 C -1.994 -1.092 -1.376  0.0243
26 C -1.999 -0.067 -0.379  -0.2088
27 C -0.891 0.176 0.525  -0.0316
28 C 0.181 -0.663 0.607  -0.0901
29 C 1.478 -0.341 1.112  -0.0940
30 C 2.657 -1.143 0.717  -0.2197
31 C 2.513 -2.531 0.544  0.0202
32 C 3.606 -3.334 0.199  -0.1401
33 C 4.875 -2.742 -0.030  -0.1017
34 N 5.972 -3.524 -0.247  -0.0812
35 C 5.932 -4.982 -0.251  -0.1687
36 C 4.752 -5.540 0.525  -0.1690
37 C 3.468 -4.810 0.150  -0.1534
38 C 7.303 -2.993 -0.468  -0.1729
39 C 7.272 -1.586 -1.038  -0.1692
40 C 6.303 -0.691 -0.261  -0.1494
41 C 4.990 -1.322 0.020  -0.1461
42 C 3.905 -0.569 0.442  0.0197
43 C -3.172 0.712 -0.281  -0.0007
44 C -3.063 -2.418 -3.210  -0.1508
45 H -4.925 -3.491 -2.908  0.1192
46 H -4.380 -3.470 -4.591  0.1130
47 H -5.026 -1.192 -4.909  0.1318
48 H -6.390 -1.993 -4.108  0.1224
49 H -6.874 0.227 -3.912  0.1217
50 H -7.314 -0.413 -2.320  0.1295
51 H -5.729 2.103 -2.985  0.1231
52 H -7.244 1.971 -2.072  0.1133
53 H -5.206 2.379 -0.626  0.1181
54 H -6.120 0.939 -0.183  0.1263
55 H -1.093 -1.681 -1.508  0.1111
56 H -0.887 1.154 1.046  0.1266
57 H 0.099 -1.669 0.156  0.1081
58 H 1.664 0.681 1.465  0.1331
59 H 1.529 -2.978 0.660  0.1172
60 H 5.892 -5.335 -1.301  0.1289
61 H 6.887 -5.352 0.161  0.1234
62 H 4.671 -6.607 0.300  0.1125
63 H 4.963 -5.440 1.598  0.1234
64 H 2.667 -5.130 0.817  0.1168
65 H 3.186 -5.107 -0.868  0.1256
66 H 7.863 -3.002 0.487  0.1316
67 H 7.832 -3.684 -1.145  0.1222
68 H 8.290 -1.188 -1.005  0.1125
69 H 6.978 -1.644 -2.095  0.1196
70 H 6.780 -0.423 0.693  0.1292
71 H 6.173 0.241 -0.818  0.1194
72 H 4.018 0.527 0.507  0.1370
73 H -3.227 1.488 0.500  0.1240
74 H -2.521 -3.289 -2.825  0.1185
75 H -2.509 -2.076 -4.097  0.1261

The HOMO energy is -6.89 eV. The frontier orbital gap is 7.0 eV. As for the SMILES: CCOC(=O)[C@@H]([C@H](/C=C/c1cc2c3c(c1)CCCN3CCC2)c1cc2c3c(c1)CCCN3CCC2)[N+](=O)[O-]. As for the energy above the lowest of the compared OMol25 structures with the same formula, charge and spin: 83.4 kcal per mole. Its net charge is 0.


2.
DFT (ωB97M-V with the def2-TZVPD basis set) results for a molecular structure, C31H38B3F15Hg3N2O29P2S.

Last column: Löwdin charge in e.
Positions of all 124 atoms, in Å:
1 Hg -6.702 -1.127 1.965  1.0218
2 Hg -4.329 5.488 3.315  1.2381
3 Hg 1.060 -0.295 4.929  1.0131
4 O -6.438 1.801 -1.336  0.1984
5 C -6.371 2.690 -2.119  -0.3727
6 O -6.573 2.654 -3.399  0.2627
7 B -6.031 3.737 -4.188  -0.8213
8 O -5.759 4.780 -3.141  0.2543
9 C -5.860 4.157 -1.968  -0.2902
10 O -5.498 4.610 -0.868  0.1453
11 O -7.042 4.164 -5.221  0.2240
12 C -6.780 3.699 -6.415  -0.3627
13 O -7.511 3.775 -7.418  0.1352
14 C -5.372 3.126 -6.308  -0.3052
15 O -4.913 3.206 -4.995  0.2073
16 O -4.764 2.728 -7.283  0.1612
17 O -1.912 -3.068 5.849  0.1165
18 C -2.586 -4.091 6.058  -0.2664
19 O -2.332 -5.130 6.986  0.2218
20 B -3.365 -6.133 6.959  -0.9502
21 O -4.132 -5.697 5.772  0.2130
22 C -3.796 -4.444 5.306  -0.3139
23 O -4.384 -3.700 4.520  0.1409
24 O -4.255 -6.127 8.166  0.2395
25 C -4.601 -7.380 8.424  -0.3655
26 O -5.468 -7.775 9.180  0.1814
27 C -3.701 -8.308 7.601  -0.2399
28 O -2.868 -7.477 6.770  0.2113
29 O -3.711 -9.525 7.725  0.1710
30 O 0.177 7.432 -0.426  0.1526
31 C 0.434 6.846 0.652  -0.3030
32 O 1.630 6.331 1.004  0.2460
33 B 1.535 5.707 2.318  -0.7144
34 O 0.144 6.042 2.696  0.2734
35 C -0.508 6.669 1.773  -0.4043
36 O -1.666 6.998 1.712  0.1490
37 O 1.783 4.221 2.223  0.2540
38 C 2.594 3.853 3.174  -0.3075
39 O 2.897 2.711 3.545  0.1271
40 C 3.090 5.157 3.933  -0.4061
41 O 2.656 6.118 3.293  0.2827
42 O 3.938 5.147 4.822  0.1840
43 P -1.702 3.099 7.199  0.0422
44 F -2.906 3.430 8.207  -0.1385
45 F -2.336 1.633 6.940  -0.1728
46 F -2.479 3.730 5.960  -0.1780
47 F -0.474 2.726 6.219  -0.2207
48 F -0.891 4.406 7.493  -0.1341
49 F -0.833 2.471 8.405  -0.1801
50 P -7.503 2.051 4.880  0.0492
51 F -6.543 2.928 3.942  -0.2086
52 F -6.788 2.698 6.148  -0.1350
53 F -8.564 3.290 4.949  -0.1675
54 F -8.390 1.068 5.853  -0.1743
55 F -8.294 1.397 3.649  -0.2085
56 F -6.574 0.834 4.684  -0.1742
57 C -1.444 1.521 -0.369  -0.6094
58 F -0.922 2.739 -0.661  0.1172
59 F -2.392 1.242 -1.335  0.1085
60 F -0.434 0.683 -0.468  0.1253
61 S -2.031 1.383 1.397  0.5263
62 O -3.217 0.512 1.359  -0.2841
63 O -0.922 0.879 2.215  -0.3098
64 O -2.439 2.751 1.705  -0.2608
65 C 0.470 2.699 -6.420  -0.0307
66 C 1.904 2.185 -6.704  -0.4168
67 C 2.300 1.492 -5.328  -0.1346
68 C 3.482 0.563 -5.415  -0.2168
69 C 3.278 -0.423 -6.470  -0.1443
70 C 3.031 0.189 -7.916  -0.4774
71 N 1.917 1.143 -7.829  -0.0586
72 O 1.545 1.664 -9.015  0.0548
73 C 4.359 0.819 -8.406  -0.0014
74 C 2.631 -0.985 -8.759  -0.0291
75 C 2.813 3.357 -6.967  -0.0315
76 H -0.174 1.981 -5.912  0.0807
77 H -0.100 3.109 -7.254  0.0898
78 H 0.444 3.459 -5.639  0.0889
79 H 2.603 2.276 -4.636  0.1253
80 H 1.457 1.003 -4.840  0.1170
81 H 3.599 0.163 -4.408  0.1200
82 H 4.306 1.265 -5.546  0.1067
83 H 2.433 -1.046 -6.176  0.1286
84 H 4.035 -1.193 -6.620  0.1191
85 H 5.112 0.049 -8.573  0.1012
86 H 4.194 1.336 -9.351  0.0837
87 H 4.711 1.610 -7.745  0.0689
88 H 3.120 -0.926 -9.731  0.0866
89 H 2.952 -1.928 -8.314  0.0870
90 H 1.572 -1.018 -9.012  0.0982
91 H 2.854 3.689 -8.004  0.0913
92 H 3.811 3.188 -6.563  0.0765
93 H 2.555 4.253 -6.401  0.0975
94 H 2.363 2.113 -9.242  0.0866
95 C 4.254 -1.600 0.878  -0.0147
96 C 4.117 -3.170 0.866  -0.4193
97 C 5.645 -3.696 1.127  -0.0891
98 C 5.629 -5.188 1.454  -0.1866
99 C 4.742 -5.454 2.682  -0.1481
100 C 3.263 -5.006 2.592  -0.4092
101 N 3.245 -3.597 1.954  -0.0322
102 O 2.081 -2.914 2.015  0.0530
103 C 2.559 -6.166 1.832  -0.0068
104 C 2.734 -4.898 4.041  -0.0198
105 C 3.549 -3.715 -0.480  0.0096
106 H 4.737 -1.157 0.007  0.0939
107 H 4.699 -1.256 1.811  0.0895
108 H 3.295 -1.085 0.814  0.0741
109 H 6.232 -3.534 0.223  0.1202
110 H 6.148 -3.122 1.905  0.1194
111 H 6.646 -5.522 1.660  0.1191
112 H 5.309 -5.900 0.693  0.1046
113 H 5.276 -4.996 3.515  0.1247
114 H 4.811 -6.530 2.840  0.1290
115 H 2.317 -6.954 2.546  0.1044
116 H 1.580 -5.950 1.405  0.0878
117 H 3.149 -6.429 0.954  0.0718
118 H 3.136 -5.604 4.767  0.1024
119 H 2.932 -3.870 4.347  0.0781
120 H 1.649 -4.949 4.126  0.0884
121 H 3.589 -4.804 -0.440  0.0711
122 H 4.144 -3.471 -1.360  0.0993
123 H 2.534 -3.378 -0.689  0.0895
124 H 1.795 -3.214 1.149  0.1138

The HOMO energy is -9.52 eV. The frontier orbital gap is 1.1 eV. Its net charge is 0.


Number 1: electronic energy -45404.2280 eV. Number 2: electronic energy -179845.8581 eV.